No. 1
DFT (the ωB97M-V functional and the def2-TZVPD basis) results for the molecule C22H37N3O3.

Cartesian coordinates (Å):
C 1.1963 -3.1533 2.5350
C -0.1072 -2.4084 2.1703
C -0.6961 -2.6550 0.7295
C 0.4598 -2.4863 -0.3311
C 1.1801 -1.1185 -0.3654
C -1.1931 -4.1439 0.6344
C -2.0152 -4.5520 -0.6089
C -1.8742 -1.6513 0.3790
O -1.9944 -1.2737 -0.7894
N -2.7898 -1.2320 1.2958
C -3.8624 -0.2778 0.8970
C -4.6933 -0.2400 2.1673
O -6.0888 -0.0631 2.2706
N -6.4855 -0.7910 3.4361
C -5.5835 -1.6406 3.7364
C -5.4943 -2.5104 4.9849
N -4.8008 -3.7634 4.6520
C -5.0140 -4.9419 5.2472
O -5.7910 -5.0616 6.1878
C -4.2040 -6.1413 4.7068
C -2.7342 -6.0900 5.2167
C -1.7498 -6.9417 4.3887
C -1.6498 -8.4349 4.7602
C -2.9530 -9.1614 5.1480
C -4.2208 -8.7490 4.3770
C -4.9207 -7.4980 4.9471
C -4.6330 -1.6640 2.5739
C -3.1335 -1.9328 2.5543
H 1.4740 -2.9560 3.5711
H 1.0918 -4.2333 2.4319
H 2.0400 -2.8385 1.9212
H -0.8151 -2.7057 2.9382
H 0.0592 -1.3396 2.3206
H 1.2133 -3.2618 -0.1908
H 0.0755 -2.6799 -1.3343
H 1.9528 -1.1111 -1.1346
H 0.4925 -0.3048 -0.5980
H 1.6649 -0.8824 0.5811
H -0.3320 -4.8117 0.6846
H -1.7760 -4.4047 1.5163
H -2.2529 -5.6159 -0.5861
H -2.9619 -4.0135 -0.6681
H -1.4722 -4.3627 -1.5350
H -3.5337 0.7014 0.5453
H -4.4554 -0.7209 0.0935
H -4.2181 0.4567 2.8687
H -4.9407 -1.9759 5.7579
H -6.4924 -2.6904 5.3955
H -4.1144 -3.7327 3.9208
H -4.1787 -5.9723 3.6299
H -2.3690 -5.0609 5.2281
H -2.6962 -6.4138 6.2593
H -1.9990 -6.8524 3.3299
H -0.7510 -6.5098 4.4741
H -1.1895 -8.9616 3.9223
H -0.9439 -8.5473 5.5850
H -2.7937 -10.2334 5.0186
H -3.1306 -9.0358 6.2177
H -4.0016 -8.6206 3.3160
H -4.9304 -9.5768 4.4272
H -5.0668 -7.6506 6.0190
H -5.9197 -7.4506 4.5081
H -5.0992 -2.3031 1.8146
H -2.9947 -3.0123 2.5376
H -2.7080 -1.4447 3.4344

energy relative to the best compared isomer or geometry (same formula, charge and spin): 67.6 kcal per mole
frontier orbital gap: 10.12 eV

No. 2
DFT (the ωB97M-V functional and the def2-TZVPD basis) results for a structure of composition C22H38Cl2EuN6O10.

Cartesian coordinates (Å):
Eu 0.4164 0.4441 -1.0203
N 1.6531 0.3556 1.5058
C 2.3070 -0.8864 1.9047
C 1.2823 -2.0083 1.9220
N 0.5806 -2.0692 0.6477
C -0.7389 -2.6762 0.6976
C -1.8085 -1.6761 1.1498
N -1.6371 -0.3569 0.5334
H 0.9772 0.6218 2.2129
H 2.3038 1.1229 1.4484
H 2.7884 -0.8321 2.8865
H 3.0905 -1.1152 1.1753
H 0.5503 -1.7986 2.7163
H 1.7651 -2.9592 2.1822
H 1.1427 -2.5545 -0.0306
H -0.7755 -3.5560 1.3592
H -0.9856 -3.0236 -0.3075
H -1.7857 -1.5891 2.2400
H -2.7829 -2.0993 0.9006
H -1.4987 0.3719 1.2161
H -2.4513 -0.0836 0.0080
O -0.5314 0.9107 -3.9487
Cl -0.6275 2.0929 -3.1112
O -0.9533 3.2583 -3.8909
O -1.6329 1.8429 -2.0729
O 0.6564 2.2737 -2.4304
C 2.1589 -0.3592 -4.8569
O 2.3166 -0.0520 -3.4922
C 3.6653 0.0432 -3.1493
C 3.7979 0.0227 -1.6483
O 2.9554 0.9500 -0.9948
C 3.3967 2.2992 -1.1962
H 2.6076 -1.3371 -5.0835
H 2.6378 0.3977 -5.4902
H 1.1002 -0.3746 -5.0806
H 4.1007 0.9546 -3.5769
H 4.2307 -0.8101 -3.5479
H 4.8425 0.2390 -1.4029
H 3.5292 -0.9613 -1.2715
H 3.2946 2.5820 -2.2458
H 4.4441 2.3799 -0.8884
H 2.7743 2.9335 -0.5837
C -1.0267 -0.1687 4.5873
C -1.6763 1.1186 5.0402
C -2.3250 1.1998 6.2647
C -2.8953 2.3899 6.6938
Cl -3.6973 2.4535 8.2466
C -2.8335 3.5187 5.9061
C -2.1891 3.4568 4.6735
C -1.6109 2.2655 4.2440
O -0.9737 2.1234 3.0550
C -0.6477 3.3172 2.3159
C 0.2011 2.9187 1.1216
O 1.3490 3.3983 1.0842
O -0.3368 2.1021 0.3201
H 0.0034 -0.2381 4.9546
H -0.9864 -0.2287 3.4989
H -1.5742 -1.0353 4.9625
H -2.3897 0.3168 6.8966
H -3.2830 4.4467 6.2456
H -2.1447 4.3459 4.0602
H -0.0950 4.0002 2.9587
H -1.5606 3.7930 1.9503
C 0.4694 -4.0696 -3.7284
N -0.5929 -3.0878 -3.4881
C -1.8018 -3.2244 -4.1007
C -2.7931 -2.3458 -3.9088
C -2.5150 -1.2562 -3.0119
N -1.3857 -1.1445 -2.3661
C -0.3686 -1.9981 -2.6204
O 0.7339 -1.8423 -2.1077
N -3.4423 -0.3039 -2.7874
H 0.1871 -5.0441 -3.3311
H 1.3630 -3.7217 -3.2315
H 0.6622 -4.1545 -4.7978
H -1.9017 -4.0766 -4.7631
H -3.7414 -2.4438 -4.4238
H -3.0824 0.5721 -2.4274
H -4.2552 -0.2715 -3.3708

spin multiplicity: 8
energy relative to the best compared isomer or geometry (same formula, charge and spin): 11.2 kcal per mole
frontier orbital gap (alpha / beta): 5.56 / 8.31 eV

No. 3
DFT (the ωB97M-V functional and the def2-TZVPD basis) results for a structure of composition C22H38F5NO18S2Y.

Cartesian coordinates (Å):
Y 1.9700 1.5752 -0.8165
C -0.3125 -0.4802 -1.9369
O -0.7037 0.4275 -0.9182
O 1.0128 -0.0516 -2.2052
C -0.7696 -2.0424 -1.7304
F -0.5948 -2.8534 -2.8336
F -0.0704 -2.6382 -0.7103
F -2.0192 -2.1613 -1.4233
C -2.0616 0.6646 -0.7099
C -2.2140 1.5256 0.5329
H -3.2769 1.5071 0.7737
H -1.6430 1.2806 1.4285
H -1.9477 2.5364 0.2238
H -2.6779 -0.2232 -0.5675
H -2.4561 1.2682 -1.5273
H -0.8356 -0.1133 -2.8200
N 0.6409 3.3384 -1.0766
S 0.3486 4.6411 -0.3472
O -0.8424 4.7627 0.4302
O 0.9848 5.8798 -0.8604
F 1.4292 4.4293 0.8022
S -0.2258 4.0084 -2.4928
O 0.6179 4.6376 -3.4681
O -1.5625 4.5504 -2.3093
F -0.5338 2.5964 -3.2633
O -1.3110 1.1862 4.6395
C -2.4832 1.2218 5.0168
O -2.9582 0.7568 6.0866
C -2.1924 0.0523 7.0824
C -3.0563 -0.2111 8.3486
C -3.5612 1.8519 4.1122
H -1.2872 0.6495 7.1922
H -1.9391 -0.9244 6.6703
H -3.4764 0.7930 8.4068
H -2.4392 -0.4263 9.2210
H -3.8473 -0.8197 7.9104
H -4.3188 2.4125 4.6598
H -4.0548 1.0372 3.5823
H -2.9781 2.4410 3.4044
O 4.2258 -4.8223 2.5427
C 3.2694 -4.1106 2.4375
O 2.1073 -4.4622 1.8564
C 1.9027 -5.7423 1.1681
C 1.7022 -5.4702 -0.2318
C 3.2766 -2.7805 3.1875
H 0.9687 -6.1683 1.5346
H 2.6653 -6.4764 1.4283
H 0.8527 -4.7951 -0.3354
H 1.4000 -6.4414 -0.6236
H 2.6414 -5.0232 -0.5578
H 4.2845 -2.3810 3.2990
H 2.9621 -2.9967 4.2086
H 2.5498 -2.1162 2.7201
O 3.6466 -0.1734 -1.0429
C 4.5317 -1.0129 -1.0516
O 4.6114 -2.1503 -1.7892
C 3.7365 -2.3288 -2.8591
C 4.2566 -1.7399 -4.1482
C 5.6550 -0.8981 -0.0517
H 2.8245 -1.7599 -2.6783
H 3.6417 -3.4120 -2.9342
H 4.4376 -0.6722 -4.0249
H 3.5045 -1.7339 -4.9372
H 5.1308 -2.3111 -4.4607
H 5.8280 -1.7177 0.6458
H 5.4130 -0.1107 0.6621
H 6.5375 -0.6000 -0.6179
C -5.1914 6.0237 1.4397
C -4.0483 5.0848 1.0186
O -4.3960 3.8671 1.6145
C -5.7816 3.8625 1.8233
O -6.4247 2.9540 2.2746
O -6.1571 5.1604 1.8119
H -5.4122 6.7092 0.6215
H -4.9143 6.7566 2.1974
H -3.1396 5.4299 1.5118
H -3.9294 5.1450 -0.0632
C 0.3911 -2.4426 -6.6425
C 0.3255 -1.1119 -6.0769
O 1.2862 -0.3345 -6.8015
C 2.1369 -1.1068 -7.2575
O 3.1837 -0.7992 -7.8326
O 1.7151 -2.3826 -7.1274
H -0.4286 -2.3865 -7.3588
H 0.1225 -3.1500 -5.8579
H 0.4440 -1.2111 -4.9979
H -0.6989 -0.7471 -6.1513

spin multiplicity: 2
frontier orbital gap (alpha / beta): 6.00 / 8.91 eV